(1)
The following is a DFT calculation (ωB97M-V/def2-TZVPD) of a 12-piece molecular cluster, C54H112F24N10O6P4 overall at a distorted geometry.

Its lowest unoccupied orbital energy is -11.3026 eV. Its net charge is +6. For the gap between HOMO and LUMO, the calculation gives 0.292 Eh. For the relative energy (zero: lowest compared OMol25 entry of this formula, charge and spin), the calculation gives 107.01 kJ/mol. Its energy is -6884.64374 a.u. The molar mass comes out at 1577.40 g mol⁻¹. The highest occupied orbital energy is -19.25 eV.

CARTESIAN COORDINATES (ANGSTROEM)
C  -12.064  -0.425  -0.617
N  -10.963  0.501  -0.360
C  -9.730  0.023  -0.416
C  -8.595  0.754  -0.214
C  -8.735  2.112  0.041
C  -10.056  2.618  0.042
C  -11.165  1.793  -0.168
C  -7.580  3.084  0.161
C  -6.546  2.952  -0.732
C  -5.689  3.992  -0.940
N  -5.769  5.118  -0.244
C  -6.661  5.269  0.726
C  -7.653  4.275  0.904
C  -4.850  6.209  -0.576
H  -12.888  -0.302  0.130
H  -11.749  -1.446  -0.492
H  -12.520  -0.291  -1.592
H  -9.623  -1.058  -0.536
H  -7.674  0.249  -0.207
H  -10.279  3.673  0.181
H  -12.154  2.157  -0.267
H  -6.387  2.007  -1.238
H  -4.933  3.927  -1.742
H  -6.700  6.163  1.285
H  -8.234  4.503  1.784
H  -4.881  6.438  -1.654
H  -3.821  5.894  -0.285
H  -5.134  7.100  0.024
C  11.283  -9.273  -4.751
N  11.023  -7.876  -4.435
C  10.264  -7.117  -5.226
C  10.055  -5.764  -5.026
C  10.668  -5.223  -3.883
C  11.492  -6.060  -3.073
C  11.640  -7.415  -3.365
C  10.379  -3.852  -3.450
C  10.002  -3.603  -2.159
C  9.825  -2.281  -1.762
N  9.827  -1.269  -2.659
C  9.963  -1.534  -3.966
C  10.235  -2.818  -4.401
C  9.653  0.107  -2.203
H  11.132  -9.843  -3.821
H  12.326  -9.350  -5.079
H  10.603  -9.612  -5.501
H  9.805  -7.648  -6.039
H  9.441  -5.224  -5.720
H  11.960  -5.680  -2.208
H  12.077  -8.182  -2.690
H  9.883  -4.340  -1.375
H  9.615  -2.038  -0.749
H  9.861  -0.749  -4.701
H  10.331  -2.991  -5.485
H  8.664  0.207  -1.694
H  9.664  0.808  -3.026
H  10.518  0.305  -1.508
C  -1.093  0.212  0.811
N  -0.642  0.632  -0.593
C  -1.694  0.122  -1.479
C  -0.618  2.100  -0.716
C  0.669  0.009  -0.872
C  1.172  0.160  -2.281
O  2.520  -0.411  -2.314
H  -1.011  -0.908  0.847
H  -2.116  0.550  0.858
H  -0.505  0.671  1.594
H  -2.691  0.395  -1.110
H  -1.558  -0.980  -1.531
H  -1.435  0.450  -2.524
H  0.383  2.444  -0.648
H  -1.265  2.469  0.061
H  -1.005  2.488  -1.660
H  0.618  -1.057  -0.604
H  1.386  0.540  -0.258
H  1.104  1.196  -2.610
H  0.587  -0.494  -2.939
H  3.215  0.253  -2.294
C  -0.934  -0.312  5.923
N  -0.137  0.683  6.692
C  1.043  1.054  5.805
C  -0.885  1.910  6.761
C  0.299  0.159  8.043
C  -0.713  -0.492  8.860
O  -1.918  0.302  9.100
H  -1.067  0.074  4.921
H  -1.899  -0.494  6.413
H  -0.370  -1.237  5.844
H  1.608  1.867  6.284
H  0.545  1.474  4.951
H  1.672  0.208  5.629
H  -1.138  2.284  5.757
H  -0.308  2.767  7.166
H  -1.831  1.781  7.351
H  0.748  0.982  8.580
H  1.204  -0.427  8.020
H  -0.257  -0.661  9.840
H  -0.953  -1.500  8.484
H  -2.450  -0.006  9.866
C  -1.216  -0.283  -7.769
N  -1.870  0.311  -8.908
C  -1.866  1.731  -8.851
C  -1.045  -0.042  -10.079
C  -3.327  -0.165  -8.998
C  -4.276  0.235  -7.862
O  -3.947  -0.450  -6.632
H  -1.383  -1.362  -7.892
H  -1.589  0.083  -6.829
H  -0.169  -0.020  -7.858
H  -0.856  2.115  -8.791
H  -2.352  2.139  -7.932
H  -2.454  2.092  -9.717
H  -1.120  -1.125  -10.255
H  -0.018  0.319  -9.875
H  -1.408  0.412  -10.968
H  -3.247  -1.284  -9.027
H  -3.735  0.188  -9.923
H  -5.199  -0.202  -8.283
H  -4.423  1.333  -7.738
H  -4.228  0.044  -5.850
C  -6.317  -0.463  7.638
N  -6.345  -0.171  6.213
C  -7.391  -1.068  5.565
C  -6.732  1.270  6.132
C  -4.976  -0.326  5.594
C  -4.797  -0.357  4.080
O  -5.141  -1.660  3.612
H  -5.607  0.176  8.148
H  -6.076  -1.515  7.788
H  -7.319  -0.257  7.965
H  -8.369  -0.710  5.900
H  -7.277  -2.119  5.824
H  -7.201  -1.038  4.481
H  -7.735  1.382  6.592
H  -6.656  1.647  5.133
H  -6.077  1.801  6.825
H  -4.653  -1.347  5.977
H  -4.311  0.484  5.912
H  -3.725  -0.060  3.943
H  -5.349  0.353  3.446
H  -4.546  -2.280  4.059
C  5.011  2.345  2.393
N  4.856  3.778  2.924
C  4.034  3.720  4.151
C  6.119  4.476  3.141
C  4.117  4.509  1.783
C  3.857  6.000  2.022
O  3.070  6.027  3.303
H  4.048  1.950  2.137
H  5.525  1.817  3.214
H  5.686  2.426  1.534
H  3.954  4.739  4.514
H  4.451  3.063  4.918
H  3.039  3.353  3.930
H  6.797  3.782  3.615
H  5.994  5.387  3.761
H  6.521  4.652  2.126
H  3.070  4.040  1.728
H  4.671  4.400  0.847
H  3.195  6.242  1.220
H  4.727  6.640  2.038
H  2.593  6.861  3.308
C  2.682  -4.151  0.177
N  2.151  -4.486  -1.183
C  0.946  -3.623  -1.481
C  3.149  -4.220  -2.290
C  1.816  -5.917  -1.242
C  0.414  -6.300  -0.713
O  -0.640  -5.940  -1.615
H  2.008  -4.633  0.940
H  2.463  -3.109  0.378
H  3.732  -4.370  0.304
H  0.290  -4.159  -2.133
H  1.270  -2.604  -1.792
H  0.316  -3.570  -0.592
H  2.749  -4.612  -3.197
H  4.044  -4.776  -2.105
H  3.379  -3.163  -2.418
H  2.495  -6.487  -0.621
H  1.970  -6.228  -2.263
H  0.278  -6.070  0.331
H  0.418  -7.395  -0.796
H  -1.162  -6.743  -1.863
P  0.732  -2.490  3.039
F  1.180  -1.056  2.462
F  0.261  -2.920  1.477
F  2.254  -2.987  2.812
F  0.332  -3.936  3.607
F  1.001  -1.920  4.474
F  -0.800  -1.986  3.242
P  5.588  1.808  -1.723
F  5.818  2.765  -0.418
F  4.055  1.551  -1.193
F  5.149  3.131  -2.640
F  5.108  0.818  -2.969
F  7.057  1.985  -2.308
F  6.064  0.521  -0.973
P  -3.011  3.713  -4.056
F  -3.291  2.766  -5.367
F  -1.459  3.076  -3.835
F  -2.382  4.917  -4.964
F  -2.713  4.507  -2.680
F  -4.486  4.364  -4.135
F  -3.629  2.516  -3.182
P  -3.415  3.061  3.010
F  -1.917  3.134  2.345
F  -3.158  4.255  4.036
F  -3.888  4.060  1.803
F  -4.904  2.955  3.671
F  -3.804  1.837  2.010
F  -2.952  1.868  4.161

(2)
The following is a DFT calculation (ωB97M-V/def2-TZVPD) of C54H114HgN6O7 as an isolated structure at a distorted geometry.

Its lowest unoccupied orbital energy is 0.1913 eV. Its net charge is 0. For the gap between HOMO and LUMO, the calculation gives 0.219 Eh. Its energy is -3134.04631 a.u. The molar mass comes out at 1160.13 g mol⁻¹. The highest occupied orbital energy is -5.76 eV.

CARTESIAN COORDINATES (ANGSTROEM)
Hg  -17.539  -6.081  12.186
C  -15.995  -2.481  10.399
C  -17.146  -3.160  9.541
C  -17.522  -2.189  8.333
C  -16.520  -2.235  7.297
C  -16.382  -3.573  6.718
C  -16.001  -4.721  7.777
N  -16.656  -4.501  9.058
O  -16.495  -5.478  10.121
C  -14.444  -4.750  7.859
C  -16.560  -6.027  7.148
C  -18.522  -3.338  10.324
H  -15.283  -1.779  9.966
H  -15.296  -3.166  10.881
H  -16.379  -1.910  11.244
H  -17.612  -1.198  8.778
H  -18.511  -2.459  7.962
H  -15.546  -1.876  7.627
H  -16.871  -1.540  6.534
H  -15.634  -3.482  5.931
H  -17.286  -3.764  6.139
H  -13.997  -4.164  8.663
H  -13.832  -4.503  6.991
H  -14.038  -5.744  8.047
H  -17.578  -5.996  6.759
H  -16.588  -6.881  7.824
H  -15.955  -6.313  6.287
H  -19.152  -4.079  9.832
H  -19.176  -2.482  10.486
H  -18.164  -3.681  11.295
O  -18.120  -4.638  13.706
H  -17.853  -5.074  14.539
C  -16.406  -10.816  18.317
C  -17.139  -10.263  17.078
C  -18.662  -10.651  17.223
C  -19.480  -9.993  18.320
C  -19.315  -8.447  17.996
C  -17.804  -7.889  17.866
N  -16.927  -8.776  17.090
O  -15.668  -8.341  16.920
C  -17.796  -6.501  17.053
C  -17.195  -7.713  19.225
C  -16.574  -10.932  15.858
H  -16.289  -11.900  18.310
H  -16.801  -10.643  19.318
H  -15.373  -10.477  18.393
H  -19.192  -10.546  16.276
H  -18.621  -11.722  17.417
H  -19.096  -10.258  19.305
H  -20.529  -10.287  18.276
H  -19.840  -7.775  18.675
H  -19.915  -8.178  17.127
H  -18.471  -5.743  17.451
H  -16.822  -6.014  17.009
H  -18.047  -6.852  16.052
H  -16.453  -6.924  19.348
H  -17.871  -7.531  20.061
H  -16.655  -8.585  19.596
H  -15.500  -11.043  15.706
H  -17.066  -10.553  14.962
H  -16.813  -11.995  15.822
H  -15.344  -8.617  17.780
C  -21.902  -8.208  12.940
C  -20.382  -8.496  12.655
C  -20.085  -9.994  12.359
C  -20.505  -10.531  10.990
C  -19.808  -9.655  9.945
C  -19.964  -8.150  10.062
N  -19.748  -7.733  11.498
O  -19.921  -6.362  11.629
C  -19.039  -7.458  9.103
C  -21.416  -7.857  9.745
C  -19.731  -8.056  13.993
H  -22.102  -8.061  14.001
H  -22.463  -9.076  12.593
H  -22.331  -7.373  12.387
H  -19.024  -10.201  12.501
H  -20.707  -10.575  13.040
H  -21.590  -10.521  10.887
H  -20.220  -11.571  10.835
H  -20.141  -9.916  8.941
H  -18.745  -9.883  9.864
H  -18.012  -7.613  9.433
H  -19.139  -7.878  8.102
H  -19.191  -6.379  9.069
H  -22.139  -8.665  9.852
H  -21.747  -6.917  10.184
H  -21.546  -7.615  8.690
H  -18.770  -8.522  14.208
H  -20.273  -8.574  14.783
H  -19.833  -6.989  14.190
H  -20.857  -6.216  11.471
C  -23.046  -4.109  10.094
C  -23.219  -3.323  11.424
C  -24.468  -2.345  11.281
C  -25.913  -2.806  11.492
C  -25.944  -3.820  12.727
C  -24.747  -4.905  12.773
N  -23.429  -4.201  12.593
O  -22.326  -4.907  12.930
C  -24.875  -5.553  14.156
C  -25.008  -5.966  11.649
C  -21.996  -2.442  11.610
H  -22.313  -4.897  10.266
H  -22.672  -3.613  9.199
H  -23.960  -4.622  9.795
H  -24.316  -1.389  11.783
H  -24.356  -1.895  10.294
H  -26.259  -3.304  10.585
H  -26.606  -1.966  11.547
H  -26.926  -4.290  12.797
H  -25.828  -3.207  13.620
H  -24.552  -4.885  14.954
H  -25.902  -5.703  14.488
H  -24.378  -6.520  14.236
H  -24.161  -6.395  11.113
H  -25.490  -6.806  12.150
H  -25.748  -5.642  10.916
H  -21.099  -3.061  11.627
H  -21.999  -2.181  12.668
H  -21.848  -1.644  10.882
H  -22.040  -4.309  13.625
C  -19.800  -0.690  15.857
C  -19.245  -1.993  16.411
C  -18.907  -1.922  17.958
C  -20.248  -2.073  18.717
C  -20.967  -3.367  18.384
C  -21.286  -3.522  16.928
N  -20.124  -3.166  16.075
O  -20.409  -3.303  14.697
C  -21.533  -5.078  16.718
C  -22.590  -2.756  16.654
C  -17.823  -2.299  15.709
H  -19.046  0.098  15.852
H  -20.761  -0.522  16.343
H  -20.070  -0.745  14.802
H  -18.391  -2.827  18.277
H  -18.244  -1.074  18.128
H  -20.885  -1.196  18.603
H  -20.125  -2.056  19.800
H  -21.879  -3.537  18.956
H  -20.259  -4.136  18.692
H  -20.653  -5.650  16.423
H  -22.041  -5.644  17.497
H  -22.160  -5.114  15.827
H  -23.454  -3.194  17.154
H  -22.484  -1.777  17.121
H  -22.883  -2.660  15.608
H  -17.048  -1.575  15.958
H  -17.972  -2.198  14.634
H  -17.427  -3.295  15.906
H  -19.671  -3.817  14.361
C  -16.390  -9.182  11.921
C  -15.096  -8.547  12.364
C  -14.315  -8.213  11.033
C  -13.097  -7.312  11.155
C  -13.392  -6.012  11.899
C  -14.208  -6.288  13.242
N  -15.381  -7.194  12.997
O  -16.365  -7.287  14.035
C  -13.277  -6.829  14.259
C  -14.755  -4.935  13.756
C  -14.393  -9.654  13.249
H  -16.189  -10.124  11.410
H  -17.042  -8.599  11.271
H  -16.959  -9.413  12.822
H  -14.135  -9.069  10.381
H  -15.105  -7.632  10.558
H  -12.584  -7.066  10.225
H  -12.291  -7.729  11.759
H  -14.026  -5.445  11.216
H  -12.407  -5.583  12.080
H  -12.803  -7.789  14.054
H  -12.497  -6.162  14.625
H  -13.814  -7.047  15.182
H  -15.414  -4.379  13.089
H  -15.292  -5.045  14.698
H  -14.040  -4.179  14.081
H  -13.330  -9.700  13.010
H  -14.804  -10.621  12.962
H  -14.451  -9.317  14.284
H  -15.850  -7.610  14.779